Density functional theory data (ωB97M-V/def2-TZVPD) for C18H14ClN3O2Zr as an isolated structure in a non-equilibrium geometry.

- Kohn-Sham gap (spin up / spin down): 3.24 / 3.24 eV
- Strongest force on any atom: 15.20 eV Å⁻¹
- HOMO energy (spin up / spin down): -14.39 / -14.39 eV
- Energy above the lowest of the compared OMol25 structures with the same formula, charge and spin: 742.3 kJ/mol
- Energy: -41239.248 eV
- Total charge: +2
- 2S+1: 1
- LUMO energy (spin up / spin down): -11.1 / -11.1 eV

Positions of all 39 atoms, in Å:
Cl (1.77, 1.35, -1.87)
C (-1.59, 1.83, 0.36)
C (-2.26, 0.61, 0.56)
C (-2.31, -0.08, -0.69)
H (-2.66, 0.25, 1.49)
C (-1.66, 0.72, -1.66)
C (-1.24, 1.91, -1.01)
H (-0.64, 2.68, -1.46)
H (-1.38, 2.57, 1.11)
H (-2.76, -1.04, -0.86)
C (-1.49, 0.41, -3.10)
Zr (0.00, 0.00, 0.00)
C (-0.25, -1.35, 1.35)
C (1.53, 0.53, 1.10)
O (-0.40, -2.17, 2.18)
O (2.47, 0.88, 1.70)
H (-1.35, -0.66, -3.26)
H (-0.61, 0.93, -3.49)
H (-2.36, 0.73, -3.68)
N (8.56, -6.42, 4.85)
C (7.83, -5.65, 4.43)
C (6.87, -4.72, 3.93)
C (6.77, -4.42, 2.55)
C (5.74, -3.62, 2.09)
C (4.82, -3.12, 3.01)
C (4.98, -3.36, 4.39)
C (5.99, -4.16, 4.84)
N (3.67, -2.45, 2.57)
C (2.95, -1.75, 3.44)
C (1.93, -1.31, 2.80)
N (1.97, -1.60, 1.43)
C (3.07, -2.37, 1.33)
H (7.45, -4.85, 1.84)
H (5.62, -3.40, 1.04)
H (4.30, -3.01, 5.15)
H (6.03, -4.37, 5.91)
H (3.13, -1.51, 4.48)
H (1.21, -0.66, 3.30)
H (3.46, -2.77, 0.41)


Density functional theory data (ωB97M-V/def2-TZVPD) for one molecule with the formula C19H24N4O3.

- Kohn-Sham gap: 8.53 eV
- Strongest force on any atom: 0.15 eV Å⁻¹
- HOMO energy: -8.16 eV
- Energy above the lowest of the compared OMol25 structures with the same formula, charge and spin: 278.8 kJ/mol
- Energy: -32195.325 eV
- SMILES: CC#CC[C@H](NC(=O)c1ncn2ccccc12)C(=O)N[C@H](CO)CCC
- 2S+1: 1
- LUMO energy: 0.4 eV

Positions of all 50 atoms, in Å:
C (-3.78, -3.15, 3.88)
C (-2.48, -2.54, 3.64)
C (-1.41, -2.04, 3.44)
C (-0.11, -1.41, 3.18)
C (-0.22, -0.26, 2.17)
N (-0.77, -0.76, 0.92)
C (-1.51, 0.00, 0.09)
O (-1.67, 1.21, 0.23)
C (-2.11, -0.73, -1.04)
N (-1.95, -2.08, -1.23)
C (-2.61, -2.38, -2.31)
N (-3.22, -1.27, -2.85)
C (-4.00, -1.14, -3.97)
C (-4.49, 0.08, -4.29)
C (-4.19, 1.21, -3.48)
C (-3.41, 1.08, -2.37)
C (-2.90, -0.20, -2.03)
C (1.15, 0.42, 2.04)
O (1.88, 0.51, 3.01)
N (1.43, 0.96, 0.84)
C (2.65, 1.72, 0.61)
C (2.32, 2.83, -0.38)
O (1.92, 2.22, -1.60)
C (3.78, 0.80, 0.15)
C (5.11, 1.51, -0.06)
C (6.23, 0.53, -0.38)
H (-4.55, -2.39, 4.03)
H (-4.08, -3.77, 3.03)
H (-3.76, -3.78, 4.77)
H (0.32, -1.01, 4.10)
H (0.60, -2.16, 2.81)
H (-0.90, 0.50, 2.55)
H (-0.72, -1.75, 0.72)
H (-2.70, -3.36, -2.76)
H (-4.19, -2.04, -4.54)
H (-5.10, 0.18, -5.18)
H (-4.58, 2.18, -3.75)
H (-3.17, 1.92, -1.73)
H (0.76, 0.90, 0.10)
H (2.93, 2.18, 1.55)
H (1.51, 3.43, 0.04)
H (3.19, 3.47, -0.52)
H (1.51, 2.88, -2.16)
H (3.89, 0.03, 0.91)
H (3.48, 0.30, -0.78)
H (5.03, 2.24, -0.87)
H (5.37, 2.07, 0.84)
H (7.18, 1.04, -0.53)
H (6.36, -0.19, 0.43)
H (6.01, -0.03, -1.29)


Density functional theory data (ωB97M-V/def2-TZVPD) for a 3-piece molecular cluster, C16H32ClI2N3O3P overall in a non-equilibrium geometry.

- Kohn-Sham gap: 6.39 eV
- Strongest force on any atom: 4.33 eV Å⁻¹
- HOMO energy: -11.15 eV
- Energy: -65725.582 eV
- Total charge: +1
- 2S+1: 1
- LUMO energy: -4.8 eV

Positions of all 58 atoms, in Å:
C (3.75, 2.36, -0.65)
C (4.21, 1.19, -1.67)
I (6.26, 0.63, -1.03)
C (3.34, -0.17, -1.56)
I (3.97, -1.16, 0.32)
C (1.76, 0.04, -1.54)
C (0.89, -1.19, -1.06)
C (-0.67, -1.10, -0.99)
C (-1.32, 0.26, -1.39)
C (-0.38, 1.41, -1.82)
P (-1.10, 3.11, -2.27)
O (-1.49, 3.80, -0.73)
Cl (0.41, 4.37, -3.05)
N (1.06, 1.24, -1.89)
H (4.61, 2.74, 0.00)
H (3.28, 3.21, -1.27)
H (2.91, 1.98, 0.05)
H (4.34, 1.59, -2.73)
H (3.64, -0.84, -2.45)
H (1.38, -2.18, -0.75)
H (-1.32, -1.97, -0.64)
H (-2.44, 0.42, -1.37)
H (-0.98, 3.27, -0.06)
H (1.61, 2.04, -2.21)
C (-3.03, -5.04, -2.86)
C (-3.20, -5.30, -1.36)
C (-4.58, -5.88, -0.99)
O (-5.63, -4.92, -0.98)
C (-6.21, -4.66, -2.25)
N (-2.93, -4.05, -0.63)
H (-3.59, -4.17, -3.20)
H (-1.98, -4.86, -3.09)
H (-3.35, -5.91, -3.44)
H (-2.45, -6.03, -1.07)
H (-4.52, -6.26, 0.03)
H (-4.84, -6.73, -1.63)
H (-6.25, -5.55, -2.87)
H (-5.67, -3.86, -2.76)
H (-7.23, -4.30, -2.09)
H (-2.96, -4.24, 0.37)
H (-3.72, -3.43, -0.79)
C (2.66, 4.56, 2.42)
C (1.36, 3.79, 2.65)
C (0.99, 3.64, 4.14)
O (1.73, 2.64, 4.83)
C (3.00, 3.07, 5.31)
N (1.46, 2.49, 1.98)
H (3.55, 3.97, 2.68)
H (2.76, 4.84, 1.37)
H (2.68, 5.48, 3.01)
H (0.56, 4.37, 2.17)
H (-0.05, 3.32, 4.19)
H (1.05, 4.60, 4.67)
H (2.98, 4.11, 5.64)
H (3.76, 2.93, 4.54)
H (3.27, 2.44, 6.16)
H (0.56, 2.01, 2.07)
H (2.09, 1.91, 2.54)


Density functional theory data (ωB97M-V/def2-TZVPD) for C26H45N9S2Ti as an isolated structure.

- Kohn-Sham gap (spin up / spin down): 7.24 / 7.24 eV
- Strongest force on any atom: 0.72 eV Å⁻¹
- HOMO energy (spin up / spin down): -9.25 / -9.24 eV
- Energy above the lowest of the compared OMol25 structures with the same formula, charge and spin: 0.0 kJ/mol
- Energy: -85888.213 eV
- Total charge: +1
- 2S+1: 2
- LUMO energy (spin up / spin down): -2.0 / -2.0 eV

Positions of all 83 atoms, in Å:
Ti (0.04, 0.35, 0.92)
N (2.05, 1.51, 1.34)
C (1.91, 2.95, 1.09)
C (0.77, 3.42, 1.96)
N (-0.39, 2.54, 1.75)
C (-1.30, 2.54, 2.90)
C (-2.55, 1.73, 2.54)
N (-2.23, 0.74, 1.49)
H (2.26, 1.35, 2.32)
H (2.80, 1.11, 0.80)
H (1.67, 3.08, 0.03)
H (2.82, 3.51, 1.30)
H (0.52, 4.47, 1.77)
H (1.06, 3.35, 3.01)
H (-0.90, 2.87, 0.94)
H (-1.58, 3.56, 3.18)
H (-0.78, 2.09, 3.74)
H (-3.36, 2.38, 2.21)
H (-2.90, 1.21, 3.43)
H (-2.72, 0.96, 0.64)
H (-2.53, -0.18, 1.76)
C (-1.28, -0.32, -3.37)
N (-1.66, 1.03, -3.01)
C (-2.26, 1.82, -4.07)
C (-1.32, 1.55, -1.82)
N (-0.24, 1.22, -1.14)
C (0.96, 0.98, -1.88)
C (1.30, 1.81, -2.94)
C (2.51, 1.67, -3.60)
C (3.42, 0.72, -3.17)
C (3.11, -0.08, -2.08)
C (1.88, 0.01, -1.43)
N (1.60, -0.71, -0.26)
C (1.98, -1.99, -0.14)
N (2.37, -2.47, 1.06)
C (1.92, -3.76, 1.55)
C (3.25, -1.73, 1.95)
N (2.00, -2.87, -1.17)
C (1.12, -2.76, -2.30)
C (2.96, -3.96, -1.21)
N (-2.19, 2.47, -1.27)
C (-1.71, 3.81, -0.95)
C (-3.62, 2.38, -1.47)
H (-0.33, -0.35, -3.91)
H (-2.07, -0.75, -3.99)
H (-1.21, -0.90, -2.46)
H (-1.66, 1.71, -4.98)
H (-2.27, 2.87, -3.80)
H (-3.28, 1.50, -4.29)
H (0.61, 2.58, -3.25)
H (2.75, 2.32, -4.43)
H (4.38, 0.61, -3.66)
H (3.83, -0.80, -1.72)
H (1.12, -4.13, 0.92)
H (1.51, -3.61, 2.55)
H (2.73, -4.49, 1.60)
H (2.74, -1.46, 2.87)
H (3.59, -0.83, 1.45)
H (4.12, -2.35, 2.18)
H (0.24, -2.21, -2.00)
H (0.80, -3.77, -2.59)
H (1.60, -2.29, -3.16)
H (3.73, -3.81, -0.47)
H (3.42, -3.98, -2.20)
H (2.48, -4.93, -1.03)
H (-2.00, 4.52, -1.73)
H (-2.14, 4.16, -0.01)
H (-0.62, 3.80, -0.87)
H (-3.89, 1.37, -1.75)
H (-3.99, 3.08, -2.24)
H (-4.13, 2.63, -0.54)
S (0.16, -0.61, 3.11)
C (-1.05, -1.91, 3.08)
C (-1.40, -2.48, 4.31)
C (-2.30, -3.53, 4.37)
C (-2.87, -4.02, 3.20)
C (-2.53, -3.46, 1.99)
C (-1.62, -2.41, 1.90)
S (-1.21, -1.76, 0.31)
H (-0.95, -2.09, 5.21)
H (-2.56, -3.96, 5.33)
H (-3.57, -4.84, 3.24)
H (-2.97, -3.84, 1.07)


Density functional theory data (ωB97M-V/def2-TZVPD) for a 2-piece molecular cluster, C11H11NO2 overall in a non-equilibrium geometry.

- Kohn-Sham gap: 7.82 eV
- Strongest force on any atom: 9.95 eV Å⁻¹
- HOMO energy: -7.76 eV
- Energy above the lowest of the compared OMol25 structures with the same formula, charge and spin: 886.8 kJ/mol
- Energy: -17162.573 eV
- 2S+1: 1
- LUMO energy: 0.1 eV

Positions of all 25 atoms, in Å:
C (1.09, -2.45, -2.59)
C (1.04, -0.79, -0.85)
C (-0.37, -0.48, -0.72)
C (-0.89, 0.21, 0.30)
C (-2.05, 0.95, -0.06)
C (-2.71, 1.05, -1.44)
C (-1.56, 2.13, 1.77)
C (-0.51, 1.42, 2.39)
C (-0.06, 0.42, 1.51)
C (1.18, -0.12, 1.53)
C (1.89, -0.65, 0.42)
H (0.57, -3.79, -2.13)
H (1.98, -2.83, -3.30)
H (0.34, -1.71, -3.34)
H (-0.91, -0.58, -1.82)
H (-1.79, 1.28, -2.11)
H (-3.57, 1.64, -1.36)
H (-3.26, 0.08, -1.88)
H (-1.76, 3.00, 2.30)
H (-0.36, 1.67, 3.49)
H (1.86, 0.10, 2.46)
H (2.77, -2.02, -0.34)
N (-2.46, 1.87, 0.83)
O (1.84, -1.41, -1.76)
O (3.04, -1.08, 0.36)


Density functional theory data (ωB97M-V/def2-TZVPD) for one molecule with the formula C14H12O4 in a non-equilibrium geometry.

- Kohn-Sham gap: 6.59 eV
- Strongest force on any atom: 5.32 eV Å⁻¹
- HOMO energy: -8.16 eV
- Energy above the lowest of the compared OMol25 structures with the same formula, charge and spin: 390.9 kJ/mol
- Energy: -22898.247 eV
- SMILES: CC(C)=C1CC2=C(O1)C(=O)c1occ(C)c1C2=O
- 2S+1: 1
- LUMO energy: -1.6 eV

Positions of all 30 atoms, in Å:
C (4.21, -0.34, -1.28)
C (2.90, -0.69, -1.84)
C (2.86, -1.46, -3.16)
C (1.77, -0.21, -1.18)
C (1.48, 0.57, 0.05)
C (0.01, 0.42, 0.20)
C (-0.50, -0.12, -0.94)
O (0.54, -0.55, -1.77)
C (-1.95, -0.33, -1.14)
O (-2.40, -1.24, -1.87)
C (-2.80, 0.06, 0.04)
O (-4.14, 0.16, 0.15)
C (-4.37, 0.38, 1.50)
C (-3.23, 0.68, 2.14)
C (-2.97, 0.97, 3.56)
C (-2.23, 0.54, 1.20)
C (-0.85, 0.63, 1.27)
O (-0.27, 1.14, 2.22)
H (4.18, 0.12, -0.20)
H (4.73, 0.32, -2.02)
H (4.83, -1.24, -1.17)
H (1.98, -1.99, -3.04)
H (3.64, -2.32, -3.30)
H (2.87, -0.86, -4.17)
H (1.94, 0.20, 1.03)
H (1.73, 1.69, -0.22)
H (-5.23, 0.32, 2.16)
H (-2.31, 1.87, 3.69)
H (-2.51, 0.09, 4.01)
H (-3.89, 1.17, 4.07)


Density functional theory data (ωB97M-V/def2-TZVPD) for C3H5NO3 as an isolated structure in a non-equilibrium geometry.

- Kohn-Sham gap: 6.28 eV
- Strongest force on any atom: 4.79 eV Å⁻¹
- HOMO energy: -9.88 eV
- Energy above the lowest of the compared OMol25 structures with the same formula, charge and spin: 852.9 kJ/mol
- Energy: -10816.848 eV
- 2S+1: 1
- LUMO energy: -3.6 eV

Positions of all 12 atoms, in Å:
C (-1.76, -0.56, 0.06)
N (-1.09, -0.16, -1.05)
C (0.26, -0.20, -0.86)
C (0.80, 1.12, -0.29)
O (2.17, -0.69, 0.27)
O (0.27, 1.81, 0.55)
O (-1.31, -1.13, 1.04)
H (-2.85, -0.31, 0.05)
H (2.80, -1.16, 0.82)
H (0.92, -0.71, -1.55)
H (0.61, -0.08, 0.32)
H (1.75, 1.42, -0.78)